1.
ORCA calculation (wB97M-V/def2-TZVPD) on one molecule with the formula C2H4N2OS2 in a non-equilibrium geometry.

```
11
Properties=species:S:1:pos:R:3:forces:R:3:lowdin_charge:R:1
C -0.507025 0.252616 0.343783 0.85 0.53 -0.07 -0.261
C 0.165763 -0.194837 -1.916110 0.35 0.23 -0.08 -0.753
H -1.100298 0.185299 3.172872 -0.74 0.19 -0.24 0.100
H -1.416953 0.705382 -0.022040 -0.28 -0.42 -0.10 0.106
H 2.222116 -1.003779 0.384071 0.26 -0.12 0.14 -0.118
H 1.038898 -0.178791 -2.582093 -0.25 -0.11 0.27 0.054
N -0.265929 0.081560 1.574827 -0.47 -0.44 -0.97 -0.007
N 0.516341 0.055453 -0.614510 -0.70 0.25 0.02 -0.551
O -1.451415 0.309995 2.272734 0.81 0.06 1.24 -0.061
S 2.140320 0.222005 -0.144161 0.10 -0.12 -0.13 0.835
S -1.341818 -0.434903 -2.469372 0.09 -0.05 -0.07 0.656
```
Forces are in eV/Å.

Results
- HOMO (eV) = -8.923
- SMILES = O/N=C/N(S)C=S
- spin multiplicity = 1
- LUMO (Eh) = 0.00151
- gap between HOMO and LUMO (eV) = 8.9644
- charge = 0
- total energy (hartree) = -1059.643479



2.
ORCA calculation (wB97M-V/def2-TZVPD) on an isolated ion of composition C9H18N3 and charge +1 in a non-equilibrium geometry.

```
30
Properties=species:S:1:pos:R:3:forces:R:3:lowdin_charge:R:1
C -0.491038 0.992546 0.222357 0.88 3.44 -1.23 -0.283
C 0.161045 -0.067261 0.423861 -2.74 -2.66 -0.91 -0.106
C 1.280122 -1.091272 2.110868 0.59 1.05 -0.40 0.191
C -1.764985 0.952579 -0.521973 -2.22 -1.36 3.27 -0.039
C -0.063948 2.380229 0.513389 -2.08 0.39 3.39 -0.006
C 2.393740 -0.036920 -1.233431 -1.86 2.57 -0.14 -0.066
C -0.715392 -1.701458 -1.476499 -0.78 0.69 1.75 -0.038
C -2.968124 -0.526552 1.107293 1.63 2.96 4.01 -0.056
C 2.532078 -0.491004 0.160940 2.58 -1.66 0.72 -0.169
N -1.385287 -1.320346 -0.215454 2.58 -0.92 0.81 0.021
N -2.306539 -0.392706 -0.118975 0.75 0.71 -2.32 -0.180
N 1.268558 -0.561679 0.898879 2.38 -1.37 3.15 -0.078
H 2.134921 -1.416006 2.704407 0.21 -0.09 -1.01 0.125
H 0.417452 -0.861548 2.653817 -1.48 -0.36 0.75 0.091
H -2.329957 1.798428 -0.148184 -0.91 -0.28 0.34 0.137
H -1.799252 1.098031 -1.533647 0.79 0.00 -2.78 0.109
H -0.689313 2.765879 1.431964 0.90 -0.82 -1.44 0.147
H -0.335853 3.090708 -0.203191 -0.11 0.89 -1.55 0.073
H 0.917488 2.500638 0.851524 1.70 0.07 0.12 0.066
H 3.317971 0.361131 -1.534468 1.20 0.50 -0.64 0.078
H 2.003813 -0.650756 -2.004420 -0.03 -1.42 -0.26 0.069
H 1.634858 0.803070 -1.275955 1.12 -0.46 0.16 0.106
H -0.987716 -1.058616 -2.224317 0.44 2.54 -2.06 0.063
H 0.319248 -1.955150 -1.343895 0.32 0.39 0.11 0.079
H -1.151833 -2.535692 -1.892546 -1.32 -2.62 -0.12 0.066
H -2.388869 -0.019911 2.046751 -0.66 -0.48 -2.15 0.146
H -3.930947 -0.135071 1.246546 -1.42 0.67 -0.77 0.078
H -2.940148 -1.483664 1.463457 -0.19 -2.75 0.14 0.058
H 3.311205 0.093824 0.765873 -1.56 -0.20 -0.85 0.167
H 3.006853 -1.506779 0.203663 -0.69 0.58 -0.08 0.150
```
Forces are in eV/Å.

Results
- HOMO (alpha / beta) (eV) = -12.026 / -12.000
- spin multiplicity = 1
- LUMO (alpha / beta) (Eh) = -0.18733 / -0.17471
- gap between HOMO and LUMO (alpha / beta) (eV) = 6.9285 / 7.2463
- charge = +1
- total energy (hartree) = -517.501095



3.
ORCA calculation (wB97M-V/def2-TZVPD) on a 2-piece molecular cluster, C26H34Cl4F11N4O7S2 overall in a non-equilibrium geometry.

```
88
Properties=species:S:1:pos:R:3:forces:R:3:lowdin_charge:R:1
C 6.619206 -2.085288 3.220947 0.03 -0.31 -0.20 -0.073
C 6.757900 -0.836645 2.291627 0.41 -1.11 -0.06 -0.267
O 6.390593 0.386658 2.905302 -0.39 0.13 -0.26 -0.151
C 4.983332 0.588950 2.874126 -0.45 -0.46 -0.13 -0.174
C 4.518640 1.439074 1.659898 -0.10 -0.85 0.26 -0.167
O 3.591142 2.466401 2.053481 0.47 -0.32 -1.09 -0.122
C 3.180942 3.152364 0.877820 -0.75 1.32 0.27 -0.188
C 1.634233 3.157567 0.707702 1.73 -0.45 0.44 -0.127
O 1.244630 1.828924 0.312542 -0.71 -0.58 -0.14 -0.188
C 0.217283 1.823196 -0.677766 1.67 1.82 0.09 -0.147
C -0.673651 0.541919 -0.732330 -2.34 3.61 -0.93 -0.276
C -1.919688 0.974924 0.135498 -0.24 -0.76 1.32 -0.069
C -3.245427 0.197453 0.095703 -0.90 -0.60 0.81 -0.206
O -3.362460 -0.591507 1.299509 0.08 0.18 -0.50 -0.177
C -4.497407 -1.439330 1.235021 0.13 -0.03 0.10 -0.091
C -4.901000 -1.802584 2.704184 0.80 0.25 -1.36 -0.388
F -4.251516 -2.946399 3.023810 -0.38 0.01 0.11 0.130
F -4.415704 -0.840326 3.530974 -0.53 -0.18 0.16 0.126
C -6.441244 -1.964611 2.897897 0.67 -0.03 1.33 -0.359
F -6.604919 -2.874627 3.881148 -0.28 0.13 -0.19 0.161
F -7.015865 -2.428924 1.778620 0.17 0.07 -0.12 0.164
C -7.156921 -0.650850 3.353754 -0.88 0.04 -0.79 -0.382
F -8.486595 -0.888676 3.239719 0.18 -0.05 -0.12 0.152
F -6.928287 -0.370834 4.638685 0.56 -0.12 -0.09 0.172
C -6.844799 0.602960 2.488231 -0.04 0.76 0.63 -0.282
F -7.524778 1.635595 3.046625 0.12 -0.22 -0.11 0.104
F -7.316090 0.447730 1.227280 0.29 -0.30 0.12 0.095
C -1.237106 0.605069 -2.217917 1.52 -0.13 -0.48 -0.296
N -1.656766 2.009786 -2.549898 1.14 -1.84 0.61 0.097
C -2.783752 2.018111 -2.978665 -2.32 1.59 -0.21 -0.814
S -4.286519 2.228721 -3.365754 0.73 -0.35 -0.12 0.825
N -0.112972 0.291930 -3.087311 0.17 -0.40 0.25 0.003
C 0.529569 -1.021489 -2.852950 -1.15 0.79 -0.66 -0.113
C 1.077477 -1.251700 -1.382549 0.99 0.45 -2.89 -0.245
C 2.453299 -0.517774 -1.277500 1.96 1.66 1.77 -0.230
C 2.838913 0.671666 -2.176570 0.07 1.21 -0.87 -0.002
F 3.559333 -1.378862 -1.436571 -1.24 -0.60 -0.12 0.003
N 1.212042 -2.712965 -1.334193 3.16 -0.34 0.28 0.054
C 2.005856 -3.334239 -0.341165 -0.25 -1.51 -0.31 -0.502
O 2.560543 -2.898403 0.569248 0.65 1.88 2.05 0.240
F 2.068769 -4.681522 -0.508691 -0.64 0.63 -1.02 0.156
C 1.611356 -3.396772 -2.564669 -0.20 0.19 -0.16 -0.527
O 0.834755 -4.047166 -3.107347 -2.51 -1.76 -1.63 0.254
F 2.837641 -3.363320 -3.059824 0.44 1.08 1.25 0.200
N -0.045024 -0.760196 -0.392987 -0.50 -2.77 -1.23 -0.183
S -1.259637 -2.162019 -0.653198 -1.75 -0.41 0.56 1.099
C 0.110035 -1.081409 1.062659 -0.44 -0.34 2.46 -0.149
C 1.072958 -0.305409 1.999592 -1.45 2.57 -0.24 -0.214
O 2.199092 -0.535077 2.212834 1.90 -1.42 0.00 0.119
H 7.519289 -2.725540 3.135681 -0.42 0.36 0.01 0.072
H 5.765182 -2.721674 2.913458 0.33 0.40 0.31 0.065
H 6.513809 -1.832217 4.289667 0.01 0.12 -0.52 0.082
H 7.811628 -0.766360 1.969321 -0.46 0.32 0.25 0.118
H 6.166709 -1.057318 1.372964 0.23 0.47 0.39 0.115
H 4.505060 -0.404212 2.783838 0.08 0.49 0.21 0.099
H 4.620380 1.026813 3.822646 0.40 0.06 -0.47 0.140
H 5.400190 1.834744 1.116863 -0.35 0.08 0.43 0.141
H 3.968494 0.767023 0.962559 0.41 0.32 0.21 0.096
H 3.466625 4.227175 0.957733 -0.01 -0.56 0.08 0.139
H 3.681136 2.772665 -0.031222 -0.33 -0.01 0.36 0.115
H 1.192421 3.382332 1.696923 -0.05 0.11 -0.58 0.142
H 1.415839 3.927220 -0.056132 -0.30 -0.45 0.27 0.138
H -0.367513 2.745130 -0.478677 -0.44 -1.03 -0.08 0.131
H 0.690284 2.101016 -1.644747 -0.37 -0.88 0.27 0.126
H -2.221522 2.013470 -0.073108 0.76 -0.48 -0.40 0.131
H -1.589106 1.005518 1.197415 -0.34 0.02 -0.50 0.142
H -3.419989 -0.491346 -0.750655 0.36 0.54 0.03 0.091
H -4.122864 0.883695 0.115030 0.66 -0.06 -0.24 0.139
H -5.327626 -0.949772 0.683318 0.34 -0.27 0.36 0.132
H -4.200321 -2.374022 0.712301 -0.50 0.33 0.26 0.145
H -5.777908 0.891400 2.479261 -0.36 -0.35 -0.11 0.168
H -2.144130 -0.011057 -2.370726 0.55 -0.19 0.32 0.117
H -0.363876 0.318218 -4.076548 -0.04 0.14 0.47 0.052
H -0.209481 -1.768365 -3.192928 0.65 -0.35 0.63 0.116
H 1.359215 -1.040052 -3.588487 -0.12 -0.30 0.75 0.153
H 2.575399 -0.163641 -0.232641 -0.34 -0.23 -0.52 0.116
H 3.921615 0.665816 -2.414633 -0.53 -0.60 0.45 0.111
H 2.356724 0.765455 -3.162314 -0.07 -0.29 0.50 0.081
H 2.723610 1.660518 -1.696061 -0.31 -0.72 0.03 0.068
H -1.904125 -1.953755 -1.823699 0.55 0.45 0.06 -0.047
H 0.254010 -2.161461 1.282179 0.55 0.52 -0.96 0.127
H -0.894009 -0.975844 1.533836 0.45 0.46 -0.63 0.112
H 0.664698 0.607319 2.507603 -0.57 -0.67 -0.28 0.147
C -1.435619 3.184062 -6.918441 -0.12 0.22 -0.30 -2.027
Cl -0.056825 3.772542 -7.850416 -0.11 -0.09 0.14 0.551
Cl -2.117863 4.507538 -5.963829 0.07 -0.13 -0.02 0.532
Cl -2.665997 2.545290 -8.012807 0.11 0.02 0.14 0.546
Cl -0.894978 1.891583 -5.821070 0.04 0.09 -0.15 0.539
```
Forces are in eV/Å.

Results
- HOMO (eV) = -11.423
- spin multiplicity = 1
- LUMO (Eh) = -0.16648
- gap between HOMO and LUMO (eV) = 6.8930
- charge = +1
- total energy (hartree) = -5491.961053



4.
ORCA calculation (wB97M-V/def2-TZVPD) on a 2-piece molecular cluster, C3H11NOS2 overall in a non-equilibrium geometry.

```
18
Properties=species:S:1:pos:R:3:forces:R:3:lowdin_charge:R:1
N 1.050645 1.986235 -0.658231 0.40 -0.40 -2.34 -0.005
C 0.341181 0.772830 -0.152884 1.65 -0.30 0.90 -0.588
C 1.164839 -0.491333 -0.496925 2.59 1.48 -2.79 -0.133
C -1.066354 0.584800 -0.603717 -2.58 1.48 -0.32 -0.583
S -2.050685 -0.926877 0.001830 -0.23 3.40 1.11 0.148
S -1.361788 -2.627157 -1.238167 0.93 -2.33 -1.67 -0.050
H 0.537095 2.839179 -0.914672 -0.73 -0.56 1.12 0.054
H 1.271530 1.714689 -1.633718 0.52 0.00 0.53 0.048
H 0.512551 0.846050 0.904497 -0.93 0.08 0.94 0.098
H 2.282648 -0.505072 -0.079525 -2.44 0.32 -0.77 0.100
H 0.654973 -1.389957 -0.205579 -0.15 -0.26 -0.04 -0.035
H 1.260221 -0.439344 -1.729016 -0.13 -0.64 2.90 0.117
H -1.725813 1.545832 -0.353562 1.36 -1.91 -0.29 0.081
H -1.041800 0.597393 -1.726679 -0.10 -0.37 0.70 0.063
H -1.576572 -2.211042 -2.499415 -0.19 0.03 0.03 -0.295
H -0.052803 -0.014585 3.651254 -0.38 1.84 0.11 -0.002
H -0.306074 -1.363882 4.235130 -0.22 -0.26 0.20 0.023
O 0.106200 -0.917756 3.499371 0.66 -1.60 -0.30 -0.042
```
Forces are in eV/Å.

Results
- HOMO (alpha / beta) (eV) = -0.169 / -3.393
- spin multiplicity = 2
- LUMO (alpha / beta) (Eh) = 0.12303 / 0.11966
- gap between HOMO and LUMO (alpha / beta) (eV) = 3.5165 / 6.6489
- charge = -1
- <S²> = 0.7536
- total energy (hartree) = -1047.211168



5.
ORCA calculation (wB97M-V/def2-TZVPD) on one molecule with the formula C9H11NO3 in a non-equilibrium geometry.

```
24
Properties=species:S:1:pos:R:3:forces:R:3:lowdin_charge:R:1
C 3.219977 0.072385 0.798315 -0.22 0.71 0.32 -0.082
C 3.112257 -0.972637 -0.156320 -0.39 -0.26 -0.50 -0.050
C 2.314475 1.067820 0.830884 0.17 -0.42 0.13 0.003
C 2.058558 -0.984666 -1.021900 0.92 -0.82 0.04 -0.041
C 1.199797 1.142407 -0.146420 -0.28 0.67 0.07 -0.229
C -0.716786 -0.013645 0.533558 0.86 -0.27 0.69 -0.478
C -2.870156 -1.243713 0.609790 0.16 -0.08 0.10 -0.034
C -2.737576 1.032878 -0.572129 0.14 0.04 -0.17 -0.039
C -2.078480 -0.088000 0.129066 -0.31 0.30 0.40 -0.191
N 1.163517 0.013215 -1.056988 -0.28 0.59 -0.31 -0.189
O -0.046111 -0.947462 0.956454 -0.65 0.29 0.08 0.112
O -0.131150 1.235325 0.402668 -0.03 -0.15 0.14 0.023
O 0.105512 -0.034501 -1.744700 0.09 -0.32 -0.92 0.018
H 4.028561 0.044252 1.512431 0.06 0.07 0.09 0.106
H 3.820088 -1.784363 -0.164854 0.01 -0.09 -0.05 0.104
H 2.347072 1.859614 1.560123 0.06 0.10 0.11 0.114
H 1.856719 -1.792499 -1.708784 -0.04 0.05 -0.05 0.139
H 1.255042 2.072319 -0.737647 0.07 -0.31 0.03 0.174
H -2.532329 -1.529525 1.606757 -0.08 -0.09 -0.01 0.089
H -2.708742 -2.111612 -0.030370 -0.04 -0.14 -0.10 0.098
H -3.932751 -1.012033 0.623690 -0.05 -0.03 -0.02 0.082
H -3.573660 0.665733 -1.165838 -0.05 0.04 -0.04 0.087
H -2.023313 1.552279 -1.207002 -0.05 0.06 -0.05 0.081
H -3.130526 1.756438 0.149226 -0.06 0.05 0.02 0.099
```
Forces are in eV/Å.

Results
- HOMO (alpha / beta) (eV) = -7.842 / -8.081
- spin multiplicity = 1
- LUMO (alpha / beta) (Eh) = -0.01582 / -0.03316
- gap between HOMO and LUMO (alpha / beta) (eV) = 7.4121 / 7.1790
- charge = 0
- total energy (hartree) = -629.877688